# C18H35Cl18N2O2

A 10-piece molecular cluster, C18H35Cl18N2O2 overall at a distorted geometry (wB97M-V/def2-TZVPD, the OMol25 dataset).

```
75
Properties=species:S:1:pos:R:3:forces:R:3:lowdin_charge:R:1
C 2.427166 1.705119 1.107236 0.0490 0.2145 0.0154 -0.038
C 2.218125 2.056039 -0.354792 -0.2262 -1.2064 0.2124 -0.406
O 2.963739 1.157244 -1.168682 0.1846 0.2603 -0.1150 -0.020
C 0.756022 1.943134 -0.776762 0.6952 0.7578 0.0369 -0.054
O 0.289516 0.598819 -0.493639 -0.3294 0.1429 -0.0099 0.085
C -0.945435 0.375816 -0.179443 0.5051 -0.0805 -0.6707 -0.234
N -1.405181 -0.825310 -0.369861 -0.1943 0.3389 -0.2520 0.151
C -2.780890 -0.992539 0.117416 0.3399 -0.6772 0.9889 -0.110
C -2.773883 0.111341 1.161160 0.1743 0.2209 -0.2930 -0.097
C -1.970616 1.260086 0.457409 -1.0297 -0.7634 1.5976 -0.172
C -1.531050 2.290527 1.511665 0.4260 0.5824 -0.8129 -0.114
C -1.720873 3.721602 1.032939 -0.1887 -0.1534 0.1265 -0.225
N -2.837350 4.237941 0.760103 -0.0374 0.0912 -0.1034 0.127
H 1.820794 2.312363 1.775966 -0.0592 0.1109 0.0504 0.080
H 3.466700 1.869946 1.374175 0.1255 -0.0034 0.0642 0.071
H 2.197518 0.655091 1.281256 -0.0735 -0.1252 0.0572 0.072
H 2.572344 3.065092 -0.548227 -0.1518 0.0352 -0.2092 0.089
H 3.043256 0.314971 -0.706100 -0.0075 0.0744 -0.0393 0.047
H 0.702532 2.100121 -1.848695 -0.1996 -0.1721 -0.1528 0.150
H 0.156046 2.685996 -0.266773 -0.2435 -0.0089 0.0655 0.104
H -0.831516 -1.555266 -0.769938 -0.0698 -0.0446 -0.0544 0.097
H -2.855567 -1.957099 0.610873 -0.0853 -0.2068 -0.1932 0.082
H -3.531401 -0.941999 -0.664281 0.0741 0.2888 -0.2463 0.140
H -3.731052 0.412044 1.570393 -0.1800 0.1217 -0.2260 0.135
H -2.158341 -0.259231 1.979478 -0.0287 0.0531 0.2433 0.136
H -2.688204 1.663679 -0.254139 0.3880 0.3221 -0.4969 0.165
H -0.484886 2.151783 1.765569 0.0912 -0.2079 0.2762 0.102
H -2.128401 2.160722 2.407429 -0.0507 -0.1055 0.1623 0.127
H -0.838636 4.348494 0.925665 0.1036 0.0713 0.0101 0.111
H -3.605937 3.578978 0.907394 -0.0606 0.0415 0.0137 0.071
C -1.435983 -5.263982 0.619716 -0.1121 -0.0796 0.1392 -0.984
Cl -2.751408 -4.759602 1.679703 0.0169 -0.0027 0.0012 0.537
Cl -0.894340 -3.932725 -0.423684 0.2480 -0.2033 -0.1648 0.533
H -0.595618 -5.576054 1.227979 0.0152 0.0793 0.0295 0.020
H -1.783305 -6.064517 -0.022965 -0.0543 0.0624 -0.0536 -0.037
C -3.419981 7.348663 -0.691826 -0.0658 -0.0260 0.0579 -1.030
Cl -2.696683 7.536472 -2.298692 0.0884 -0.0217 -0.0173 0.510
Cl -5.077543 7.956665 -0.641442 0.0089 -0.0188 0.0041 0.513
H -3.426927 6.296085 -0.440151 -0.0003 -0.0096 -0.0049 -0.026
H -2.822870 7.906618 0.019203 -0.0070 0.0813 -0.0451 0.025
C 2.588449 -3.679791 1.394354 -0.0375 -0.0506 0.0145 -0.999
Cl 1.300041 -3.245535 2.520882 -0.0554 -0.0088 0.0357 0.512
Cl 3.027335 -2.323858 0.340181 0.0390 -0.0085 -0.0590 0.522
H 3.461548 -3.971344 1.963549 0.0495 0.0605 0.0171 0.031
H 2.243241 -4.493499 0.768344 -0.0230 0.0354 -0.0491 0.020
C 5.364537 4.583089 0.651515 0.0053 -0.1734 -0.0449 -0.977
Cl 6.056197 4.397844 2.263828 -0.0135 0.1375 -0.0109 0.563
Cl 3.648998 5.029124 0.728356 0.0675 0.1731 0.0189 0.549
H 5.897578 5.359387 0.117363 -0.0114 0.0686 0.0723 0.032
H 5.449788 3.632125 0.137860 -0.0456 0.0033 -0.0178 0.028
C -3.742273 -6.753641 -2.820851 -0.0676 -0.0267 -0.0969 -1.008
Cl -3.784644 -5.084947 -2.225973 -0.0121 -0.0169 0.0186 0.502
Cl -2.385309 -7.668881 -2.150016 0.0221 0.0382 0.0268 0.523
H -4.662862 -7.242435 -2.529695 0.0133 -0.0041 0.0683 -0.050
H -3.636569 -6.730998 -3.898325 0.0541 0.0398 -0.0003 0.033
C 7.461933 1.286461 3.479883 0.1386 0.0699 0.0528 -1.025
Cl 7.583015 0.984466 5.212356 -0.0172 -0.0017 -0.0374 0.526
Cl 6.247665 0.254178 2.701687 -0.1120 -0.0239 -0.0866 0.493
H 7.169481 2.317140 3.321868 -0.0019 -0.1025 0.0331 -0.056
H 8.420194 1.078249 3.020038 0.0070 -0.0574 0.0097 0.029
C -5.673343 -9.851685 -0.699802 0.0404 -0.0502 0.0262 -0.992
Cl -6.092700 -8.182075 -0.285158 0.0069 0.0180 0.0230 0.520
Cl -5.174261 -10.008039 -2.388217 -0.0566 -0.0826 -0.0168 0.526
H -4.849241 -10.162336 -0.069773 0.0299 0.0309 -0.0099 0.027
H -6.542147 -10.477092 -0.537624 -0.0440 0.0392 -0.0328 0.027
C 7.563499 -2.787568 0.735800 -0.0620 0.0522 0.0357 -1.060
Cl 7.523602 -4.552953 0.642770 -0.0591 -0.0135 0.0056 0.503
Cl 9.208085 -2.153507 0.689336 0.0499 0.0539 0.0138 0.512
H 7.020408 -2.387071 -0.110842 0.0008 -0.0198 -0.0521 0.019
H 7.106157 -2.479102 1.668159 0.0293 -0.0250 0.0268 -0.012
C -5.267630 6.666250 -5.086609 0.0023 -0.0054 0.0457 -1.046
Cl -4.547602 6.836861 -6.692280 0.0345 -0.0177 0.0054 0.501
Cl -6.921949 7.282605 -5.027408 -0.0013 -0.0119 0.0265 0.504
H -5.284783 5.614060 -4.829990 -0.0351 -0.0197 -0.0454 0.021
H -4.666318 7.221400 -4.378203 -0.0139 0.0659 -0.0087 -0.029
```
Positions in Å, forces in eV/Å.

Electronic energy in Eh: -9250.0267
HOMO level in Eh: -0.444
Frontier orbital gap in eV: 9.086
Total charge: +1


# C18H35FNO14P

A 5-piece molecular cluster, C18H35FNO14P overall at a distorted geometry (wB97M-V/def2-TZVPD, the OMol25 dataset).

```
70
Properties=species:S:1:pos:R:3:forces:R:3:lowdin_charge:R:1
O 4.527673 -2.235235 -0.002246 -2.6049 0.7457 -4.1894 0.108
C 3.938440 -2.005881 -1.064408 1.8209 -0.2274 2.9432 -0.403
F 3.946296 -0.639909 -1.526039 -0.3164 -2.9476 0.1521 0.011
N 3.268791 -2.981516 -1.917750 0.1927 2.6409 0.7154 0.090
C 2.012273 -3.511429 -1.310601 0.4358 -3.6240 1.2680 -0.605
O 1.963370 -4.720850 -1.006402 0.1250 4.7278 -1.1305 0.033
P 0.467474 -2.421670 -1.036004 -1.2297 -0.9067 0.1543 0.866
H 3.009074 -2.477053 -2.780368 0.1073 -0.2998 0.4030 0.124
H 0.711994 -1.541586 0.092022 0.6250 -0.1847 -1.1096 -0.101
H 0.366942 -1.627632 -2.235592 0.8032 0.0931 0.8174 -0.100
C -3.901502 2.183303 1.265368 0.2880 0.1672 -0.0795 -0.057
C -3.743894 0.968695 2.161801 -0.5988 0.4638 -0.0402 -0.207
O -2.480863 0.326451 1.944516 0.5273 -0.0756 0.2767 0.024
C -1.416039 0.936948 2.489228 -0.3122 -0.0320 -0.2918 -0.569
O -1.433850 1.955487 3.136460 0.0210 -0.6795 -0.2430 0.110
O -0.321009 0.229703 2.162784 -0.3409 0.1135 0.1151 -0.016
C 0.901533 0.827763 2.593739 0.4719 0.1116 0.1120 -0.042
H -3.742285 1.911152 0.218463 -0.1564 -0.0747 0.0757 0.084
H -4.898310 2.615316 1.373341 0.0397 -0.0841 -0.0052 0.083
H -3.166707 2.954525 1.507653 -0.1110 -0.0640 0.1038 0.073
H -4.514549 0.235868 1.914206 0.3167 -0.1463 -0.0053 0.110
H -3.869647 1.226727 3.216819 0.2262 0.0061 -0.0969 0.128
H 0.883074 1.041376 3.664356 -0.0963 0.0710 -0.1518 0.100
H 1.091044 1.739262 2.022171 -0.0574 -0.0086 0.1591 0.099
H 1.708663 0.120815 2.396813 -0.2701 -0.0652 -0.0830 0.091
C -3.955893 -3.865120 0.491548 -0.2021 -0.2441 -0.1240 -0.062
C -4.301063 -2.414533 0.208993 0.3546 -0.2572 0.5218 -0.219
O -4.878611 -2.264492 -1.093841 -0.5265 0.1312 -0.1985 0.031
C -6.160599 -2.651069 -1.208647 0.2801 -0.1378 -0.0055 -0.588
O -6.850499 -3.097288 -0.324583 0.1911 0.2619 -0.3329 0.121
O -6.533931 -2.479260 -2.487903 0.1565 0.0591 0.4039 0.000
C -7.850798 -2.949380 -2.770843 -0.4208 -0.1068 -0.2025 -0.048
H -3.318610 -4.269166 -0.299516 0.0884 0.1455 0.1107 0.081
H -3.438484 -3.958967 1.448436 0.0112 0.0587 -0.0748 0.082
H -4.852670 -4.487863 0.525333 0.0267 0.1446 0.0891 0.075
H -3.385753 -1.818642 0.217219 -0.1676 0.0615 -0.2751 0.114
H -4.963774 -2.000613 0.974175 -0.1143 -0.1310 -0.1787 0.116
H -8.583478 -2.511010 -2.090346 0.1468 -0.1472 0.0335 0.096
H -7.876401 -4.039837 -2.713512 -0.0718 0.1175 0.1382 0.100
H -8.102297 -2.649352 -3.788892 0.2924 0.0628 0.1050 0.093
C 7.573850 -3.258965 -2.322273 0.0313 -0.3142 -0.0681 -0.059
C 7.498593 -2.257911 -3.460728 -0.2820 0.0052 0.6051 -0.215
O 8.384462 -2.618179 -4.527198 -0.0868 -0.1945 -0.5233 0.032
C 7.967936 -3.626578 -5.311620 0.1544 0.0316 0.2629 -0.588
O 6.931026 -4.234183 -5.197980 0.3383 0.2778 -0.1424 0.118
O 8.920152 -3.859639 -6.230248 -0.3084 0.1862 0.2677 0.001
C 8.647811 -4.980722 -7.069305 0.0094 -0.3380 -0.3384 -0.048
H 8.606754 -3.381726 -1.985924 -0.0754 0.1777 0.0274 0.084
H 6.961707 -2.931464 -1.479268 0.0617 0.0265 -0.0364 0.068
H 7.223781 -4.245108 -2.635416 -0.0876 0.1520 -0.0155 0.078
H 7.822828 -1.278861 -3.101965 0.1754 -0.0871 -0.2849 0.124
H 6.476015 -2.144278 -3.831777 0.1262 -0.1690 -0.1023 0.119
H 7.666606 -4.894818 -7.540411 0.0529 -0.0425 0.1987 0.096
H 8.717099 -5.904064 -6.489915 -0.1689 0.0812 -0.0543 0.100
H 9.406128 -5.004956 -7.852913 0.0279 0.2207 0.2271 0.094
C -2.471317 9.216376 4.686129 0.2677 -0.0960 0.1610 -0.069
C -3.238699 8.248733 3.803802 -0.2237 0.4649 0.3329 -0.218
O -2.358032 7.307414 3.179645 0.0568 -0.4703 0.0449 0.028
C -1.909603 6.317917 3.972326 0.1682 0.1373 -0.0748 -0.586
O -2.187031 6.159026 5.136325 0.0245 0.0229 -0.4504 0.120
O -1.076917 5.551528 3.249780 -0.3992 0.3381 0.1445 0.007
C -0.446462 4.515816 4.003836 0.3682 -0.2847 0.3238 -0.054
H -1.671840 9.701226 4.119558 -0.1717 0.0402 -0.0535 0.082
H -3.137354 9.982261 5.088769 0.0130 -0.0373 -0.0753 0.079
H -1.997928 8.700193 5.524251 -0.1655 -0.0105 -0.0521 0.074
H -3.725418 8.803041 2.998582 0.1904 -0.2526 -0.1311 0.121
H -4.024022 7.730398 4.360798 0.2183 -0.0853 0.0069 0.124
H -1.180807 3.902893 4.526867 0.1233 0.2010 -0.0430 0.087
H 0.265516 4.951252 4.709545 -0.1710 0.0193 0.0433 0.102
H 0.100040 3.879339 3.308776 -0.2193 0.2603 -0.0797 0.076
```
Positions in Å, forces in eV/Å.

Structure (SMILES): O=C(F)NC(=O)P.CCOC(=O)OC.CCOC(=O)OC.CCOC(=O)OC.CCOC(=O)OC
Electronic energy in Eh: -2256.1835
HOMO level in Eh: -0.364
Frontier orbital gap in eV: 9.287
Total charge: 0


# C18H35ILuNO2P2Si

C18H35ILuNO2P2Si as an isolated structure at a distorted geometry (wB97M-V/def2-TZVPD, the OMol25 dataset).

```
61
Properties=species:S:1:pos:R:3:forces:R:3:lowdin_charge:R:1
C -0.950934 4.698628 -4.326589 -0.9189 0.2484 0.6123 -0.006
C -0.224425 3.521662 -3.739759 3.0832 -0.7728 -2.0797 -0.384
H -0.460230 5.094832 -5.230724 0.3190 -0.6747 0.4207 0.125
H -0.995650 5.505156 -3.586879 -0.1350 -0.2497 0.0343 0.109
H -1.969487 4.400247 -4.596304 0.0902 0.0156 0.2614 0.109
O 0.750386 2.967023 -4.063768 -2.4605 0.9003 1.3469 0.171
I -1.213198 2.417752 -1.577072 -0.2429 0.6770 -0.1913 0.683
Lu -0.633180 -0.040875 0.507248 -1.1512 -1.4391 2.5732 1.084
P -1.522419 -1.374878 -1.662496 -0.8945 -0.8772 -1.3062 0.686
C -0.903726 -2.971190 -2.323895 0.3170 0.0055 0.0326 -0.234
C -3.243632 -1.786663 -1.184918 -0.0600 0.1956 0.3415 -0.252
H -3.696253 -2.335049 -2.026046 -0.0023 0.2362 0.3529 0.069
H -2.522045 -0.973651 -3.852830 0.3413 0.0263 0.0875 0.068
H -3.789529 -0.845578 -1.002313 -0.0138 -0.3839 -0.1431 0.055
H -2.123634 0.582452 -3.030606 -0.0668 -0.9449 -0.2330 -0.103
H -0.623497 -3.699680 -1.548662 -0.1363 0.3557 -0.2107 0.031
H -3.284101 -2.401260 -0.270476 0.0423 0.1886 -0.3984 0.032
C -1.784884 -0.448873 -3.230271 -0.0307 0.2519 0.1722 -0.325
H -1.691411 -3.409162 -2.965556 0.4319 0.2410 0.2476 0.075
H -0.813092 -0.369579 -3.730333 -0.2071 -0.1008 -0.1251 0.052
H -0.010184 -2.741593 -2.924908 -0.2831 -0.2470 0.0858 0.057
P 1.160980 1.758978 1.444802 0.9140 0.4002 0.3572 0.680
C 2.871999 1.268449 1.863847 -0.1348 -0.0507 -0.2566 -0.224
C 1.446207 3.224406 0.402825 -0.2583 -0.0431 -0.1386 -0.324
H -0.475872 2.800898 2.874288 0.2741 0.0404 0.1780 0.059
H 1.203539 3.364915 3.175653 -0.2457 -0.1304 0.1138 0.067
H 0.660589 1.781480 3.813496 -0.0911 0.0478 -0.1386 0.039
C 0.572215 2.488156 2.981273 -0.3068 0.1874 0.3346 -0.248
H 0.497411 3.585135 -0.014185 0.5418 0.0781 0.4180 -0.087
H 1.911917 3.996794 1.020355 0.1261 -0.0762 -0.2147 0.063
H 3.394149 2.198904 2.117201 0.0974 -0.2798 -0.0729 0.068
H 3.327294 0.795375 0.984309 0.1205 0.1897 0.2739 0.046
H 2.081355 2.927125 -0.436253 0.0730 0.2134 0.0796 0.053
H 2.910963 0.577565 2.711064 -0.1305 0.1370 -0.1797 0.038
C 1.262804 -0.675240 -0.520339 4.4640 -1.3500 -3.0649 -0.172
O 2.186067 -0.962716 -1.149657 -3.0886 0.8944 2.2753 0.156
C -1.865826 -4.426491 1.155691 -0.2260 0.0287 -0.2630 -0.184
Si -0.336476 -3.677017 1.923473 0.0380 -0.3271 0.9721 0.461
C -0.323663 -4.424901 3.706810 -0.0305 0.5615 0.1261 -0.162
C 1.241853 -4.253434 1.111764 -0.0677 -0.0663 -0.3468 -0.177
N -0.376005 -1.820684 1.848098 -0.5185 -0.2070 -1.5386 -0.264
C -0.069169 -1.349770 3.140769 0.4502 1.1379 1.3775 -0.493
C -1.090227 -0.810446 3.985740 0.9359 0.1142 -0.6194 -0.057
C -0.767014 -0.372976 5.275692 -0.1109 -0.0897 0.0420 -0.081
C 0.535422 -0.458267 5.763326 0.0480 -0.0394 0.1090 -0.080
C 1.555991 -0.954137 4.945905 -0.3035 -0.4159 -0.3112 -0.074
C 1.266839 -1.409482 3.652012 -0.7085 0.4469 0.1646 -0.081
H -1.885810 -5.511726 1.370266 0.0881 0.4881 -0.1150 0.056
H -1.915920 -4.298909 0.070155 -0.1010 -0.1170 0.0743 -0.006
H -2.781391 -3.996427 1.589071 0.2291 -0.1002 -0.0523 0.039
H -0.358744 -5.538854 3.738944 0.0312 0.7276 -0.5010 0.052
H 0.595147 -4.136410 4.259571 -0.5840 -0.0606 -0.2126 0.033
H -1.211040 -4.089695 4.287998 0.5743 -0.0628 -0.2445 0.042
H 1.345193 -3.789041 0.121771 0.1880 -0.1389 0.0775 0.007
H 2.123623 -4.007635 1.716411 -0.1704 0.0228 -0.1437 0.035
H 1.232375 -5.347710 0.975528 -0.0176 0.3570 0.0392 0.052
H -2.108524 -0.724159 3.581196 0.3509 -0.2349 0.3321 0.104
H -1.545851 -0.001039 5.941923 0.1211 -0.0450 -0.2731 0.116
H 0.748437 -0.172212 6.801570 -0.0806 -0.0658 -0.5631 0.120
H 2.565717 -1.060378 5.343127 -0.2132 0.1218 -0.1495 0.117
H 2.063009 -1.814160 3.020071 -0.2992 0.0538 0.1740 0.109
```
Positions in Å, forces in eV/Å.

Electronic energy in Eh: -3417.0592
HOMO level in Eh: -0.494
Frontier orbital gap in eV: 5.842
Total charge: +2


> Among the records above, which one has the highest frontier orbital gap?

C18H35FNO14P